No. 1
25
Properties=species:S:1:pos:R:3:mulliken_spin:R:1 method="wB97M-V/def2-TZVPD" homo_energy_ha="-0.173 / -0.315" spin_multiplicity=3 total_energy_ev=-22878.6890 orbital_gap_ev="5.31 / 6.66" total_charge=0
C 0.67766 1.13841 -1.54619 0.036
C 2.17670 -0.24464 0.02687 0.074
C -0.87524 -0.91987 1.57690 0.060
C -0.61091 -1.86753 -0.72191 0.014
C 0.88250 0.62283 -0.14215 0.764
C -0.73733 -0.68107 0.13076 0.721
N 0.67950 1.65002 0.88228 0.106
O -3.40567 -0.52146 -0.25819 0.089
O -2.12081 1.62703 0.33287 0.005
S -2.16398 0.27403 -0.54934 0.014
H 0.19745 2.06337 -1.62081 0.013
H -0.06977 0.42194 -2.08298 0.018
H 1.67773 1.24978 -1.96519 0.001
H 2.41508 -0.44217 1.10268 0.007
H 3.03896 0.24934 -0.35165 -0.025
H 2.09886 -1.14463 -0.43286 0.000
H -0.20449 -1.64411 2.07010 0.004
H -1.82055 -1.40849 1.82108 0.023
H -1.01459 0.01555 2.07929 -0.002
H -0.70834 -1.66309 -1.83627 0.006
H 0.37513 -2.30840 -0.60936 0.011
H -1.40778 -2.63486 -0.44262 0.031
H 0.94136 2.55740 0.63769 0.029
H 1.23972 1.45766 1.69794 -0.003
H -1.26117 2.15296 0.20108 0.001

=====

No. 2
174
Properties=species:S:1:pos:R:3:lowdin_charge:R:1 method="wB97M-V/def2-TZVPD" homo_energy_ha=-0.562 spin_multiplicity=1 total_energy_ev=-165012.1246 orbital_gap_ev=7.57 total_charge=+3
C 5.44874 -7.68594 8.07678 0.045
C 6.70844 -8.05516 8.85818 -0.342
O 7.84680 -7.74486 8.66380 0.145
N 6.31256 -8.77460 10.16294 0.093
H 6.17831 -8.12603 10.92545 0.108
H 5.41012 -9.19866 10.00209 0.103
C 7.22239 -9.90366 10.42835 0.010
H 5.03751 -8.64620 7.76551 0.095
H 5.75271 -7.10268 7.20758 0.069
H 4.78603 -7.10617 8.71926 0.073
H 7.63543 -10.40850 9.55506 0.107
H 6.78167 -10.59868 11.14306 0.118
H 7.98128 -9.39752 11.02501 0.066
C 5.75167 -4.87738 4.98867 0.045
C 5.55410 -5.92055 3.82163 -0.325
O 4.98712 -6.99135 4.00180 0.145
N 5.84710 -5.38703 2.42704 0.106
H 5.02165 -5.45544 1.84907 0.181
H 6.22469 -4.45255 2.36173 0.168
C 7.02577 -6.23436 1.84087 0.075
H 5.34801 -5.15720 5.96174 0.072
H 5.47001 -3.90051 4.59562 0.093
H 6.78379 -4.92150 5.33634 0.098
H 7.84275 -6.19697 2.56146 0.115
H 7.22304 -5.65345 0.93991 0.113
H 6.69225 -7.25182 1.63682 0.106
C 10.75629 -7.03794 9.50482 0.028
N 12.17272 -6.32249 9.53784 -0.303
C 13.26456 -7.31022 9.90617 0.030
C 12.47202 -5.66611 8.14077 0.038
C 12.07382 -5.17735 10.52345 -0.116
C 11.90146 -5.51973 12.03501 -0.198
O 13.14814 -5.88029 12.64138 -0.059
H 9.98722 -6.28347 9.67036 0.082
H 10.70802 -7.73950 10.33764 0.072
H 10.50530 -7.53392 8.56721 0.093
H 14.12129 -6.63847 9.85260 0.109
H 13.35248 -8.00276 9.06905 0.109
H 13.27621 -7.80098 10.87937 0.096
H 12.55471 -6.54441 7.50057 0.096
H 13.45381 -5.19264 8.13671 0.108
H 11.60450 -5.06214 7.87482 0.105
H 11.29662 -4.48107 10.20839 0.127
H 12.94704 -4.54987 10.34498 0.133
H 11.05065 -6.18965 12.15919 0.095
H 11.61224 -4.56818 12.48111 0.127
H 13.05344 -6.79046 12.93158 0.021
C 8.09098 -14.13307 9.73211 0.014
N 8.42245 -15.27751 8.74552 -0.301
C 8.57799 -16.62404 9.45785 0.034
C 7.27466 -15.24212 7.67823 0.037
C 9.74885 -14.85753 8.01735 -0.079
C 10.99532 -14.75401 8.86398 -0.262
O 11.41082 -15.97415 9.35034 -0.029
H 7.15324 -14.32227 10.25455 0.118
H 8.10268 -13.17845 9.20612 0.093
H 8.87623 -14.10886 10.48769 0.082
H 9.21929 -16.45541 10.32295 0.098
H 8.99069 -17.40704 8.82170 0.116
H 7.54050 -16.78764 9.74934 0.103
H 6.92117 -14.21196 7.63447 0.073
H 6.47117 -15.93458 7.92922 0.108
H 7.60490 -15.63536 6.71677 0.104
H 9.43285 -13.95247 7.49859 0.134
H 9.84948 -15.63481 7.25984 0.133
H 10.90855 -13.93850 9.58197 0.089
H 11.75137 -14.45362 8.13854 0.136
H 11.78994 -15.93970 10.23163 0.115
C 9.38201 -9.51146 16.83019 0.038
N 10.10461 -9.03033 15.53740 -0.311
C 9.24279 -9.37119 14.34475 0.004
C 10.09143 -7.49454 15.66725 -0.001
C 11.54386 -9.60837 15.49584 -0.044
C 12.58054 -8.70791 14.73354 -0.190
O 12.31415 -8.29465 13.42357 -0.092
H 8.35817 -9.13768 16.81870 0.115
H 10.06386 -9.12841 17.58945 0.101
H 9.55605 -10.58518 16.90044 0.108
H 9.61527 -8.86414 13.45466 0.072
H 8.22410 -9.00460 14.47117 0.105
H 9.32067 -10.45109 14.21884 0.106
H 9.14576 -7.11432 16.05357 0.106
H 10.40437 -7.08387 14.70729 0.086
H 10.79243 -7.07703 16.39002 0.110
H 11.49836 -10.66489 15.23168 0.133
H 11.83651 -9.48172 16.53815 0.126
H 13.40266 -9.41119 14.60082 0.134
H 12.99339 -7.88373 15.31525 0.137
H 12.19649 -9.01589 12.80102 0.064
C 1.69802 -2.74623 8.70107 0.014
N 1.77682 -3.30583 10.13271 -0.316
C 1.01319 -2.33604 11.01735 0.018
C 1.21658 -4.72783 10.10520 0.025
C 3.22430 -3.45470 10.72933 -0.056
C 4.15482 -4.49228 10.13449 -0.201
O 4.12355 -4.69085 8.70522 -0.086
H 2.30154 -1.83915 8.66829 0.104
H 0.71316 -2.50515 8.30104 0.112
H 2.17228 -3.53248 8.11372 0.078
H 1.52529 -1.37564 10.95840 0.107
H 1.14069 -2.69823 12.03748 0.112
H -0.01421 -2.17271 10.69193 0.116
H 1.77383 -5.35204 9.40667 0.087
H 0.17365 -4.69866 9.78970 0.116
H 1.29892 -5.21059 11.07899 0.104
H 3.01294 -3.69714 11.77079 0.144
H 3.66667 -2.46475 10.61787 0.134
H 4.08469 -5.41102 10.71681 0.109
H 5.16740 -4.14099 10.33293 0.124
H 4.55351 -3.94928 8.27301 0.085
C -3.08909 -11.42051 2.91653 -0.100
C -2.19281 -10.82830 3.95130 -0.265
C -0.63529 -10.90237 3.87608 -0.159
C -0.02750 -9.77385 3.02438 -0.109
N 1.49680 -9.80356 3.08884 -0.177
C 2.19428 -8.89044 2.08409 -0.091
C 3.58394 -9.55472 1.82405 -0.134
C 3.51455 -11.01157 2.38581 -0.122
C 2.04137 -11.22494 2.70101 -0.070
C 1.90649 -9.38038 4.55702 -0.062
C 1.37891 -8.02339 5.15004 -0.179
C 1.71818 -7.68269 6.65155 -0.068
H -3.05179 -10.76741 2.04465 0.077
H -4.09553 -11.60845 3.29051 0.089
H -2.61495 -12.37872 2.70411 0.079
H -2.48573 -11.33547 4.87058 0.115
H -2.40035 -9.76106 4.02895 0.102
H -0.39867 -11.87377 3.44192 0.106
H -0.23259 -11.00242 4.88401 0.117
H -0.44329 -8.83384 3.38715 0.115
H -0.23287 -9.78141 1.95393 0.135
H 2.21826 -7.82385 2.30746 0.119
H 1.70564 -8.92847 1.11050 0.127
H 4.44703 -8.98870 2.17447 0.076
H 3.69383 -9.48965 0.74156 0.108
H 4.20798 -11.29562 3.17737 0.117
H 3.68817 -11.74705 1.60030 0.122
H 1.90638 -12.02527 3.42858 0.141
H 1.43764 -11.55312 1.85490 0.140
H 2.99034 -9.48623 4.51050 0.111
H 1.63603 -10.19723 5.22612 0.116
H 0.29394 -7.93572 5.09298 0.097
H 1.81794 -7.17869 4.61916 0.085
H 2.79046 -7.48698 6.65558 0.049
H 1.41311 -8.38681 7.42566 0.084
H 1.35642 -6.72185 7.01767 0.064
P 4.12168 -12.23401 7.20006 0.249
F 3.52921 -11.06357 8.11645 -0.153
F 4.39017 -10.97815 6.11883 -0.228
F 5.63250 -12.21305 7.84435 -0.199
F 4.74229 -13.32619 6.08373 -0.218
F 3.75088 -13.51202 8.20530 -0.186
F 2.67264 -12.48736 6.57072 -0.167
P 2.80737 -8.67768 11.30231 0.323
F 1.30752 -9.41345 11.09247 -0.195
F 1.75874 -7.48130 11.87704 -0.228
F 2.93084 -9.35659 12.83712 -0.178
F 3.98348 -7.59130 11.54703 -0.170
F 3.80238 -9.86176 10.74732 -0.165
F 2.69565 -8.10844 9.79522 -0.180
P 7.65698 -6.06245 12.37680 0.297
F 8.59518 -4.84524 11.88634 -0.137
F 6.77415 -6.16240 10.97283 -0.177
F 8.72569 -7.23155 11.84997 -0.189
F 6.72074 -7.28580 12.89192 -0.170
F 8.28086 -6.16659 13.89347 -0.176
F 6.65029 -4.89218 13.00759 -0.180
P 11.15013 -11.32635 11.20693 0.293
F 10.26701 -9.92672 11.15633 -0.184
F 10.73817 -11.71434 9.69338 -0.145
F 12.48307 -10.50003 10.67104 -0.192
F 12.26433 -12.53897 11.44930 -0.180
F 11.68253 -10.85323 12.70299 -0.200
F 9.94763 -12.19969 11.88130 -0.151

=====

No. 3
38
Properties=species:S:1:pos:R:3:lowdin_charge:R:1 method="wB97M-V/def2-TZVPD" homo_energy_ha=-0.012 spin_multiplicity=1 total_energy_ev=-109108.2762 orbital_gap_ev=4.22 total_charge=-2
K -0.13167 0.13147 0.09100 0.619
O -2.86293 -6.31710 -1.05546 -0.154
C -2.37741 -5.20540 -1.18521 -1.104
S -3.28458 -3.71332 -1.29364 0.859
C -1.93615 -2.55588 -1.49024 -1.240
C -0.70237 -3.11217 -1.46909 -1.214
S 0.87997 -2.38499 -1.62230 0.343
S -0.65279 -4.88043 -1.27567 0.854
S -2.48892 -0.90956 -1.68464 0.254
Cl 2.24900 7.74176 1.56326 0.566
C 2.06463 6.02504 1.22947 -0.691
C 3.19779 5.19734 1.25813 -0.161
C 3.06722 3.86599 0.99797 -0.576
Cl 4.48528 2.85338 1.03978 0.650
C 1.80266 3.21610 0.67892 -0.426
O 1.73165 1.99983 0.43673 -0.110
C 0.68025 4.12741 0.68062 -0.128
C -0.67774 3.67597 0.42654 -0.237
O -1.06829 2.54848 0.19878 -0.058
C 0.83798 5.49397 0.94904 -0.105
H 4.17115 5.61127 1.48585 0.093
H -1.42421 4.50270 0.46179 0.114
H -0.03928 6.13195 0.93358 0.101
C 1.11900 -4.10387 2.31939 -0.051
N 2.24026 -3.33184 1.81459 -0.154
C 3.08076 -4.04487 0.86599 -0.085
C 2.08135 -1.97585 1.72339 -0.538
C 3.13104 -1.19825 0.96984 -0.021
O 1.14062 -1.40878 2.26926 -0.016
H 1.49981 -4.99315 2.82830 0.078
H 0.45505 -4.41076 1.50453 0.072
H 0.55422 -3.49456 3.01792 0.079
H 3.23392 -5.05912 1.23975 0.078
H 4.05456 -3.56623 0.77772 0.073
H 2.61426 -4.07641 -0.12492 0.044
H 4.12346 -1.34429 1.40190 0.081
H 2.87392 -0.14141 1.00727 0.056
H 3.13772 -1.52604 -0.06948 0.052

=====

No. 4
14
Properties=species:S:1:pos:R:3:lowdin_charge:R:1 method="wB97M-V/def2-TZVPD" homo_energy_ha="-0.438 / -0.558" spin_multiplicity=1 total_energy_ev=-6789.2521 orbital_gap_ev="5.17 / 10.94" total_charge=+1
C -0.18423 1.36255 1.35164 0.020
C -0.64196 0.09576 1.33401 0.050
C 1.14414 1.00766 0.81285 -0.147
C 0.66788 -0.36992 0.67945 0.086
C -1.25992 -0.26697 -2.60005 0.116
N 1.74128 -0.05008 1.64113 0.189
H -0.59106 2.32398 1.71187 0.142
H -1.36011 -0.41670 1.86870 0.092
H 1.82788 1.70897 0.33913 0.172
H -1.29148 -1.27702 -2.93662 -0.018
H -0.30863 -0.02103 -2.98955 -0.021
H -2.11201 0.21366 -2.24870 -0.023
H 2.65971 -0.29332 1.40819 0.158
H 1.58593 -0.29272 2.60230 0.183